{
  "formula": "C44H69NO12",
  "method": "the ωB97M-V functional and the def2-TZVPD basis",
  "elements": ["C", "C", "C", "H", "H", "C", "C", "C", "C", "H", "H", "H", "C", "H", "H", "C", "C", "H", "H", "H", "H", "C", "H", "H", "C", "O", "C", "H", "H", "H", "H", "C", "C", "O", "C", "H", "H", "H", "H", "C", "H", "H", "C", "C", "H", "H", "H", "H", "C", "O", "H", "O", "C", "O", "C", "O", "N", "C", "C", "C", "C", "C", "H", "H", "H", "H", "H", "H", "H", "H", "H", "C", "O", "O", "C", "C", "C", "C", "C", "C", "H", "H", "C", "O", "H", "H", "C", "C", "H", "H", "O", "C", "H", "H", "H", "H", "H", "H", "H", "H", "C", "H", "H", "H", "H", "C", "C", "H", "H", "H", "H", "C", "O", "H", "C", "C", "O", "H", "H", "H", "H", "H", "H", "H", "H", "H"],
  "coordinates": [[-4.207, -3.445, -0.300], [-3.350, -3.788, 0.644], [-2.296, -4.840, 0.509], [-2.361, -5.525, 1.358], [-2.433, -5.409, -0.412], [-0.886, -4.206, 0.509], [0.176, -5.247, 0.732], [1.410, -5.027, 1.175], [2.367, -6.161, 1.393], [2.723, -6.160, 2.423], [1.892, -7.118, 1.190], [3.234, -6.062, 0.743], [1.946, -3.664, 1.517], [1.149, -2.924, 1.449], [2.304, -3.674, 2.551], [3.101, -3.200, 0.606], [2.772, -3.416, -0.869], [1.999, -2.728, -1.199], [2.417, -4.429, -1.039], [3.653, -3.261, -1.488], [3.996, -3.780, 0.857], [3.369, -1.721, 0.908], [2.476, -1.144, 0.665], [3.551, -1.601, 1.980], [4.555, -1.110, 0.143], [5.414, -0.364, 1.002], [6.297, -1.148, 1.768], [5.762, -1.828, 2.439], [6.891, -0.453, 2.358], [6.956, -1.736, 1.120], [5.155, -1.907, -0.320], [4.055, -0.205, -1.011], [5.210, 0.446, -1.787], [4.948, 0.625, -3.166], [3.642, 0.970, -3.590], [3.755, 1.251, -4.636], [2.954, 0.122, -3.520], [3.218, 1.807, -3.036], [6.053, -0.258, -1.785], [5.688, 1.735, -1.097], [6.238, 1.459, -0.196], [6.373, 2.246, -1.776], [4.551, 2.685, -0.727], [5.050, 3.851, 0.120], [5.798, 4.414, -0.433], [4.228, 4.515, 0.378], [5.495, 3.489, 1.044], [4.106, 3.080, -1.645], [3.426, 1.932, 0.022], [3.678, 1.727, 1.374], [4.415, 1.092, 1.446], [3.051, 0.721, -0.618], [2.158, 2.796, -0.106], [1.663, 3.031, -1.179], [1.618, 3.423, 1.176], [1.929, 4.560, 1.468], [0.757, 2.655, 1.861], [0.502, 1.279, 1.494], [0.607, 0.364, 2.723], [-0.207, 0.889, 3.900], [0.241, 2.310, 4.224], [0.029, 3.187, 2.997], [0.395, 4.203, 3.159], [-1.037, 3.222, 2.747], [-0.331, 2.713, 5.060], [1.299, 2.314, 4.494], [-0.064, 0.236, 4.763], [-1.267, 0.890, 3.642], [0.279, -0.642, 2.451], [1.662, 0.319, 3.002], [1.259, 0.976, 0.763], [-0.853, 1.160, 0.786], [-1.930, 1.211, 1.324], [-0.658, 0.962, -0.507], [-1.813, 0.737, -1.349], [-2.391, 2.057, -1.808], [-3.672, 2.378, -1.661], [-4.776, 1.570, -1.051], [-6.048, 1.649, -1.899], [-7.150, 0.806, -1.268], [-8.064, 0.857, -1.862], [-6.833, -0.238, -1.217], [-7.459, 1.284, 0.155], [-8.473, 0.519, 0.756], [-8.086, -0.344, 0.953], [-7.839, 2.311, 0.127], [-6.179, 1.249, 1.011], [-5.075, 2.086, 0.362], [-4.166, 2.042, 0.964], [-5.404, 3.126, 0.319], [-5.831, -0.121, 1.152], [-4.915, -0.384, 2.186], [-5.269, 0.029, 3.138], [-4.852, -1.468, 2.267], [-3.923, 0.025, 1.970], [-6.411, 1.658, 2.009], [-5.842, 1.288, -2.909], [-6.377, 2.688, -1.972], [-4.496, 0.518, -0.971], [-3.987, 3.355, -2.007], [-1.416, 2.991, -2.463], [-1.266, 2.709, -3.506], [-0.448, 2.961, -1.969], [-1.791, 4.011, -2.443], [-2.549, 0.213, -0.731], [-1.386, -0.153, -2.530], [-2.633, -0.660, -3.249], [-2.353, -1.195, -4.152], [-3.198, -1.338, -2.613], [-3.276, 0.173, -3.521], [-0.797, 0.456, -3.221], [-0.467, -1.323, -2.116], [0.881, -0.920, -2.040], [0.948, -0.100, -1.532], [-0.914, -2.028, -0.823], [-0.702, -3.529, -0.848], [-0.501, -4.151, -1.857], [-0.392, -1.598, 0.034], [-1.988, -1.901, -0.660], [-0.482, -2.072, -2.919], [3.508, -0.871, -1.686], [-0.118, -6.256, 0.482], [-0.854, -3.456, 1.304], [-3.360, -3.275, 1.599], [-4.939, -2.669, -0.151], [-4.215, -3.936, -1.260]],
  "lowdin_charge": [0.0173, -0.1877, -0.1535, 0.1237, 0.1256, -0.2427, -0.0236, -0.2964, -0.0441, 0.0847, 0.0795, 0.0786, -0.1196, 0.0937, 0.1290, -0.3367, -0.0299, 0.0657, 0.0836, 0.0853, 0.1370, -0.0968, 0.1102, 0.1253, -0.2512, -0.2000, -0.0621, 0.0911, 0.0988, 0.0994, 0.1531, -0.1854, -0.2529, -0.1261, -0.0702, 0.0957, 0.0825, 0.0759, 0.1606, -0.0650, 0.1191, 0.1335, -0.2507, -0.0224, 0.0871, 0.0777, 0.0881, 0.1413, -0.4323, 0.0760, 0.0970, -0.0235, -0.2034, 0.1652, -0.3718, 0.1061, 0.0273, -0.1610, -0.1071, -0.1845, -0.1562, -0.1122, 0.1272, 0.1321, 0.1147, 0.1215, 0.1133, 0.1051, 0.1126, 0.1210, 0.1280, -0.3936, 0.1256, 0.0425, -0.2108, -0.2152, -0.0171, -0.3047, -0.1468, -0.1272, 0.1206, 0.1191, -0.3388, -0.0138, 0.0928, 0.1587, -0.2923, -0.0767, 0.1009, 0.1339, -0.1676, -0.0764, 0.0983, 0.0782, 0.0706, 0.1558, 0.1168, 0.1224, 0.1319, 0.1254, -0.0192, 0.0877, 0.0568, 0.0865, 0.1348, -0.2338, -0.0165, 0.0898, 0.0796, 0.0806, 0.1487, -0.3100, -0.0265, 0.0766, -0.0320, -0.3578, 0.1241, 0.1199, 0.1151, 0.1490, 0.1444, 0.1199, 0.1339, 0.0982, 0.0475, 0.0692],
  "orbital_gap_ev": 9.50,
  "largest_force_ha_per_bohr": 0.01580
}